The following is a DFT calculation (ωB97M-V with the def2-TZVPD basis set) of a molecular structure, C13H28LaNO3P2 in a non-equilibrium geometry.

Values from the calculation:
energy = -41000.0060 eV
molar mass = 447.2 g mol⁻¹
relative energy (zero: lowest compared OMol25 entry of this formula, charge and spin) = 67.2 kcal per mole
LUMO = 0.457 eV

ORCA input file:
```
! wB97M-V def2-TZVPD RIJCOSX def2/J DEFGRID3
* xyz 0 1
C 2.430 0.384 -3.641
C 1.986 0.330 -2.317
N 0.731 -0.092 -2.034
C -0.132 -0.411 -3.021
C 0.269 -0.363 -4.357
C 1.566 0.035 -4.676
C 2.920 0.756 -1.211
P 2.603 0.009 0.425
La -0.080 0.038 0.566
P -2.267 -0.185 -1.146
C -1.538 -0.875 -2.685
O 2.787 3.593 -0.431
O 0.868 3.484 1.501
H 3.467 0.675 -3.829
H -0.459 -0.613 -5.138
H 1.903 0.068 -5.713
C 3.290 -1.659 0.523
C 3.233 1.022 1.793
H -2.237 -0.657 -3.497
H -1.572 -1.969 -2.589
H 2.930 1.869 -1.069
H 3.954 0.482 -1.437
C -3.497 -1.354 -0.467
C -3.122 1.369 -1.571
H 0.305 2.984 0.811
H 0.546 3.157 2.356
H 2.188 3.710 0.346
H 2.514 4.236 -1.099
H -0.081 -1.933 0.313
H -0.185 2.025 -0.076
H 4.395 -1.649 0.541
H 2.927 -2.134 1.454
H 2.938 -2.276 -0.320
H 4.328 1.077 1.729
H 2.788 2.025 1.745
H 2.935 0.545 2.745
H -4.003 1.223 -2.225
H -3.452 1.840 -0.629
H -2.399 2.044 -2.056
H -4.368 -1.467 -1.140
H -3.005 -2.327 -0.311
H -3.844 -0.970 0.513
C -2.245 -0.430 3.091
C -0.908 -0.056 2.741
O 0.138 0.415 3.132
H -2.904 0.247 2.504
H -2.556 -0.447 4.153
H -2.355 -1.443 2.643
*
```